The following is a quantum chemistry calculation of C9H14N2O7 in the gas phase in a non-equilibrium geometry, from OMol25.

Each line ends with the Löwdin charge.
Cartesian coordinates (Å):
N -3.01172 -0.88728 0.17610  0.06
C -2.66880 0.14537 1.14617  -0.29
C -2.37023 -0.30725 2.56682  -0.04
C -1.15864 -1.23321 2.62484  -0.49
O -1.10002 -2.38224 2.24464  0.10
O -0.02528 -0.60034 3.06147  0.10
C -1.58012 1.14254 0.61943  -0.37
O -1.51101 2.28307 1.08948  0.07
N -0.70781 0.81010 -0.41766  0.10
C 0.08740 -0.38702 -0.44594  -0.25
C 0.27929 -0.89006 -1.88850  -0.12
C 0.63330 0.14120 -2.91838  -0.09
C 2.11610 0.56785 -2.85926  -0.56
O 2.96850 0.00121 -2.29532  0.15
O 2.36040 1.60694 -3.64850  0.12
C 1.40011 -0.16173 0.23032  -0.45
O 2.08711 -1.01759 0.76545  0.11
O 1.82274 1.15153 0.23983  0.10
H -2.88002 -0.56650 -0.79592  0.09
H -2.48416 -1.73129 0.30226  0.05
H -3.56792 0.76417 1.22256  0.15
H -2.19176 0.52095 3.24512  0.13
H -3.15471 -0.92659 3.02532  0.14
H 0.66272 -1.27230 3.03091  0.11
H -0.11106 1.62933 -0.57528  0.14
H -0.37710 -1.19555 0.12673  0.14
H -0.71758 -1.23943 -2.20315  0.12
H 1.04267 -1.67957 -1.92701  0.14
H -0.00023 1.04784 -2.88936  0.13
H 0.52961 -0.23842 -3.95498  0.14
H 3.29420 1.83573 -3.58100  0.13
H 2.74195 1.14512 0.55548  0.14

Strongest force on any atom ... 3.3 eV/A
HOMO ... -9.43 eV
Energy ... -26874.355 eV
HOMO-LUMO gap ... 9.9128 eV